[1]
{
  "formula": "C26H44N2O6PS",
  "method": "ωB97M-V/def2-TZVPD",
  "elements": ["C", "O", "C", "C", "C", "C", "C", "C", "C", "C", "C", "C", "C", "C", "C", "O", "P", "C", "C", "C", "C", "S", "C", "N", "N", "C", "O", "O", "H", "H", "H", "H", "H", "H", "H", "H", "H", "H", "H", "H", "H", "H", "H", "H", "H", "H", "H", "H", "H", "H", "H", "H", "H", "H", "H", "H", "H", "H", "H", "H", "H", "H", "H", "H", "H", "H", "H", "H", "C", "C", "C", "O", "C", "C", "C", "O", "H", "H", "H", "H"],
  "xyz": [[4.31, -4.89, 0.59], [5.49, -4.33, 0.07], [5.28, -3.09, -0.58], [4.22, -3.16, -1.69], [4.49, -2.22, -2.87], [3.92, -0.80, -2.69], [2.54, -0.59, -3.32], [1.46, -1.66, -3.06], [0.42, -1.32, -1.96], [0.82, -1.73, -0.54], [1.83, -0.76, 0.12], [1.45, -0.34, 1.54], [0.11, 0.42, 1.65], [-0.13, 1.47, 0.58], [0.04, 2.93, 1.01], [-0.72, 3.69, 0.11], [-2.01, 2.74, -0.65], [-3.42, 1.78, -1.52], [-3.36, 0.28, -1.33], [-4.36, -0.48, -2.24], [-4.37, -1.94, -1.80], [-5.51, -2.96, -2.81], [-6.92, -2.95, -1.76], [-7.16, -3.72, -0.78], [-8.39, -3.29, -0.27], [-8.77, -2.32, -0.98], [-7.88, -2.03, -1.98], [-1.53, 1.40, 0.33], [3.59, -4.13, 0.91], [3.81, -5.50, -0.17], [4.56, -5.56, 1.41], [4.92, -2.39, 0.18], [6.22, -2.68, -0.95], [3.27, -2.87, -1.26], [4.08, -4.17, -2.07], [4.04, -2.64, -3.77], [5.56, -2.16, -3.08], [3.97, -0.51, -1.65], [4.60, -0.13, -3.21], [2.71, -0.59, -4.40], [2.14, 0.39, -3.09], [1.86, -2.66, -2.89], [0.87, -1.73, -3.98], [-0.45, -1.93, -2.21], [0.19, -0.26, -1.97], [-0.11, -1.65, 0.05], [1.13, -2.77, -0.48], [1.99, 0.08, -0.55], [2.79, -1.27, 0.19], [1.48, -1.20, 2.20], [2.24, 0.34, 1.89], [0.09, 0.92, 2.62], [-0.70, -0.31, 1.65], [0.40, 1.36, -0.37], [1.09, 3.24, 1.07], [-0.42, 3.08, 1.99], [-1.12, 2.41, -1.76], [-2.33, 3.95, -1.42], [-2.90, 3.28, 0.37], [-3.36, 2.02, -2.59], [-4.38, 2.14, -1.15], [-3.65, 0.01, -0.31], [-2.38, -0.14, -1.55], [-4.00, -0.45, -3.27], [-5.35, -0.04, -2.14], [-3.37, -2.36, -1.80], [-4.70, -1.95, -0.76], [-9.65, -1.72, -0.88], [0.09, 5.11, 4.25], [0.04, 6.17, 5.05], [0.73, 6.18, 6.36], [0.69, 7.15, 7.09], [1.48, 4.96, 6.75], [1.53, 3.90, 5.96], [0.84, 3.88, 4.64], [0.88, 2.92, 3.91], [-0.41, 5.08, 3.29], [-0.50, 7.07, 4.79], [1.98, 4.99, 7.71], [2.08, 3.00, 6.22]],
  "lowdin_charge": [-0.121, -0.188, -0.218, -0.188, -0.200, -0.206, -0.193, -0.191, -0.194, -0.180, -0.214, -0.192, -0.136, -0.383, -0.269, -0.387, 0.451, -0.354, -0.287, -0.281, -0.469, 0.951, -0.730, 0.063, 0.047, -0.195, 0.027, -0.322, 0.087, 0.082, 0.083, 0.113, 0.118, 0.069, 0.115, 0.105, 0.101, 0.094, 0.102, 0.101, 0.110, 0.094, 0.100, 0.096, 0.098, 0.099, 0.100, 0.093, 0.076, 0.106, 0.107, 0.094, 0.105, 0.108, 0.115, 0.080, 0.012, -0.021, -0.001, 0.060, 0.064, 0.105, 0.087, 0.103, 0.102, 0.073, 0.081, 0.125, 0.042, 0.017, -0.394, 0.088, 0.011, 0.022, -0.364, 0.110, 0.127, 0.120, 0.116, 0.119],
  "total_energy_ev": -63061.7646,
  "homo_lumo_gap_ev": 4.4610,
  "total_charge": -1
}

---

[2]
{
  "formula": "C26H44O14",
  "method": "ωB97M-V/def2-TZVPD",
  "elements": ["O", "C", "C", "C", "C", "O", "H", "H", "H", "H", "H", "H", "O", "C", "C", "C", "C", "O", "H", "H", "H", "H", "H", "H", "O", "C", "C", "C", "C", "O", "H", "H", "H", "H", "H", "H", "O", "C", "C", "C", "C", "O", "H", "H", "H", "H", "H", "H", "O", "C", "C", "C", "C", "O", "H", "H", "H", "H", "H", "H", "O", "C", "C", "C", "C", "O", "H", "H", "H", "H", "H", "H", "C", "O", "H", "H", "H", "H", "C", "O", "H", "H", "H", "H"],
  "xyz": [[-1.00, 0.60, 1.84], [-1.14, -0.58, 1.80], [-2.43, -1.36, 1.84], [-2.10, -2.76, 1.26], [-0.60, -2.85, 1.75], [-0.15, -1.49, 1.69], [-2.72, -1.38, 2.90], [-3.25, -0.88, 1.27], [-2.79, -3.58, 1.54], [-2.09, -2.79, 0.17], [-0.57, -3.24, 2.80], [0.07, -3.45, 1.18], [2.48, -2.95, -0.10], [2.65, -2.26, 0.90], [3.15, -0.90, 0.93], [2.89, -0.44, 2.36], [2.64, -1.75, 3.13], [2.47, -2.75, 2.10], [4.21, -0.92, 0.63], [2.72, -0.27, 0.16], [3.70, 0.11, 2.84], [2.04, 0.24, 2.38], [3.50, -2.01, 3.67], [1.82, -1.81, 3.80], [-3.18, 3.09, 1.88], [-3.08, 3.40, 0.71], [-2.46, 2.56, -0.35], [-2.87, 3.28, -1.61], [-2.83, 4.72, -1.10], [-3.37, 4.62, 0.22], [-1.38, 2.47, -0.13], [-2.92, 1.58, -0.25], [-2.26, 3.09, -2.48], [-3.91, 3.02, -1.94], [-1.80, 5.16, -1.05], [-3.47, 5.38, -1.66], [2.48, 0.86, 5.13], [2.02, 1.76, 4.50], [0.55, 1.97, 4.17], [0.43, 3.38, 3.57], [1.88, 3.61, 3.08], [2.74, 2.74, 3.93], [0.30, 1.32, 3.36], [-0.02, 1.66, 5.07], [-0.35, 3.48, 2.80], [0.26, 4.18, 4.29], [2.18, 3.30, 2.06], [2.16, 4.66, 3.18], [-4.18, 0.58, -4.66], [-3.72, -0.20, -3.87], [-4.21, -1.59, -3.54], [-2.96, -2.16, -2.77], [-2.35, -0.92, -2.15], [-2.66, 0.13, -3.09], [-5.16, -1.50, -3.03], [-4.38, -2.12, -4.49], [-3.17, -2.93, -2.06], [-2.26, -2.54, -3.45], [-2.83, -0.62, -1.22], [-1.25, -0.98, -2.13], [1.29, -1.70, -2.89], [1.20, -2.88, -2.68], [2.16, -3.95, -3.12], [1.59, -5.25, -2.47], [0.23, -4.84, -1.85], [0.05, -3.40, -2.18], [2.23, -3.96, -4.25], [3.15, -3.65, -2.76], [1.64, -6.05, -3.21], [2.23, -5.61, -1.72], [-0.65, -5.41, -2.13], [0.33, -4.78, -0.76], [3.80, 4.28, -0.70], [2.68, 3.39, -0.71], [3.61, 5.08, -1.39], [3.88, 4.81, 0.19], [4.76, 3.78, -0.96], [2.95, 2.49, -0.91], [0.65, 1.34, -1.45], [1.97, 0.82, -1.56], [0.72, 2.47, -1.39], [0.07, 1.06, -2.33], [0.18, 1.02, -0.50], [1.84, -0.04, -2.01]],
  "lowdin_charge": [0.120, -0.481, -0.069, -0.107, -0.119, 0.020, 0.136, 0.129, 0.123, 0.084, 0.143, 0.091, 0.100, -0.511, -0.061, -0.116, -0.100, 0.038, 0.151, 0.101, 0.118, 0.098, 0.112, 0.113, 0.100, -0.497, -0.100, -0.143, -0.148, 0.035, 0.115, 0.110, 0.111, 0.137, 0.140, 0.120, 0.111, -0.535, -0.072, -0.118, -0.100, 0.015, 0.069, 0.139, 0.109, 0.113, 0.119, 0.113, 0.106, -0.492, -0.042, -0.129, -0.148, 0.006, 0.126, 0.129, 0.096, 0.093, 0.110, 0.115, 0.096, -0.496, -0.060, -0.121, -0.088, -0.011, 0.147, 0.124, 0.107, 0.088, 0.121, 0.103, -0.129, -0.138, 0.067, 0.041, 0.099, 0.036, -0.141, -0.152, 0.089, 0.077, 0.070, 0.048],
  "smiles": "O=C1CCCO1.O=C1CCCO1.O=C1CCCO1.O=C1CCCO1.O=C1CCCO1.O=C1CCCO1.CO.CO",
  "total_energy_ev": -56340.7539,
  "homo_lumo_gap_ev": 10.1904,
  "total_charge": 0,
  "de_lowest_kj_mol": 0.00
}

---

[3]
{
  "formula": "C26H46AgF15NO12",
  "method": "ωB97M-V/def2-TZVPD",
  "elements": ["Ag", "C", "O", "O", "C", "F", "F", "F", "C", "C", "H", "H", "H", "H", "H", "H", "C", "O", "O", "C", "F", "F", "F", "C", "C", "H", "H", "H", "H", "H", "H", "C", "O", "O", "C", "F", "F", "F", "C", "C", "H", "H", "H", "H", "H", "H", "C", "O", "O", "C", "F", "F", "F", "C", "C", "H", "H", "H", "H", "H", "H", "C", "O", "O", "C", "F", "F", "F", "C", "C", "H", "H", "H", "H", "H", "H", "C", "O", "C", "C", "N", "H", "H", "C", "C", "O", "C", "H", "H", "H", "H", "H", "H", "H", "H", "H", "H", "H", "H", "H", "H"],
  "xyz": [[3.20, 9.18, -4.15], [3.73, 11.61, -7.13], [3.60, 10.80, -8.34], [3.30, 10.78, -6.08], [5.20, 12.35, -7.21], [6.09, 11.47, -7.68], [5.24, 13.41, -8.01], [5.62, 12.57, -5.97], [3.50, 11.47, -9.62], [3.59, 10.43, -10.73], [2.73, 9.77, -10.69], [3.66, 10.89, -11.72], [4.48, 9.82, -10.62], [4.25, 12.22, -9.85], [2.53, 11.95, -9.72], [2.99, 12.41, -7.19], [-1.21, 12.52, -0.59], [-0.24, 11.69, -1.36], [-0.89, 13.91, -0.74], [-2.67, 12.01, -0.55], [-3.35, 12.68, 0.41], [-3.30, 12.15, -1.71], [-2.87, 10.68, -0.34], [-0.39, 10.28, -1.30], [0.97, 9.81, -1.91], [1.80, 10.18, -1.30], [1.05, 8.72, -1.84], [1.14, 10.15, -2.93], [-1.19, 10.01, -2.00], [-0.61, 9.93, -0.30], [-0.78, 12.26, 0.37], [0.51, 7.03, -5.40], [-0.82, 7.08, -6.06], [1.12, 8.27, -5.66], [0.25, 6.57, -3.87], [0.07, 5.24, -4.01], [1.26, 6.71, -3.02], [-0.87, 7.05, -3.36], [-1.45, 5.83, -6.48], [-2.85, 6.08, -7.10], [-2.73, 6.74, -7.96], [-3.35, 5.15, -7.36], [-3.42, 6.55, -6.30], [-1.66, 5.21, -5.62], [-0.88, 5.20, -7.16], [1.02, 6.16, -5.81], [4.74, 9.29, -0.61], [6.14, 9.04, -0.49], [4.48, 9.63, -1.98], [3.92, 8.17, 0.08], [3.98, 7.01, -0.54], [4.29, 7.88, 1.37], [2.59, 8.64, 0.13], [6.92, 9.80, 0.32], [8.25, 9.16, 0.41], [8.16, 8.12, 0.74], [8.76, 9.20, -0.55], [8.98, 9.65, 1.05], [6.62, 10.01, 1.35], [7.02, 10.73, -0.23], [4.56, 10.22, -0.06], [4.73, 6.33, -6.43], [4.77, 6.89, -7.75], [4.45, 7.42, -5.53], [3.85, 5.00, -6.35], [4.57, 4.06, -6.85], [3.64, 4.62, -5.10], [2.74, 5.03, -7.00], [5.25, 6.04, -8.83], [5.01, 6.85, -10.14], [3.93, 6.99, -10.07], [5.56, 7.79, -10.17], [5.19, 6.28, -11.06], [4.71, 5.12, -9.03], [6.30, 5.78, -8.88], [5.73, 5.99, -6.15], [7.10, 3.74, -3.44], [6.86, 5.18, -3.57], [7.43, 5.91, -2.47], [7.87, 7.30, -2.82], [6.73, 8.00, -3.49], [6.34, 7.43, -4.22], [6.02, 8.05, -2.77], [6.84, 9.42, -4.08], [7.63, 9.31, -5.37], [8.75, 8.55, -5.34], [10.00, 9.17, -5.12], [6.94, 3.44, -4.47], [6.35, 3.39, -2.73], [8.08, 3.52, -3.02], [8.28, 5.34, -2.10], [6.89, 5.96, -1.53], [8.78, 7.17, -3.41], [8.20, 7.77, -1.89], [7.28, 9.96, -3.25], [5.87, 9.83, -4.35], [7.79, 10.31, -5.79], [6.97, 8.89, -6.13], [10.20, 9.36, -4.07], [10.23, 10.12, -5.60], [10.77, 8.47, -5.44]],
  "lowdin_charge": [0.761, -0.404, -0.099, -0.254, -0.587, 0.108, 0.109, 0.124, -0.290, -0.097, 0.072, 0.052, 0.052, 0.091, 0.102, 0.116, -0.433, -0.130, -0.323, -0.575, 0.096, 0.126, 0.070, -0.270, -0.079, 0.051, 0.043, 0.068, 0.104, 0.102, 0.113, -0.412, -0.113, -0.230, -0.591, 0.069, 0.135, 0.140, -0.283, -0.106, 0.062, 0.049, 0.064, 0.087, 0.100, 0.104, -0.399, -0.118, -0.258, -0.496, 0.151, 0.086, 0.069, -0.347, -0.251, 0.056, 0.032, 0.032, 0.114, 0.123, 0.138, -0.385, -0.067, -0.272, -0.691, 0.130, 0.148, 0.189, -0.273, -0.093, 0.075, 0.059, 0.051, 0.093, 0.098, 0.115, -0.100, -0.194, -0.259, -0.126, 0.106, 0.117, 0.120, -0.056, -0.246, -0.213, -0.331, 0.085, 0.081, 0.055, 0.069, 0.120, 0.100, 0.093, 0.125, 0.110, 0.120, 0.134, 0.007, 0.049, 0.031],
  "total_energy_ev": -98513.9505,
  "homo_lumo_gap_ev": [2.1673, 5.1920],
  "total_charge": -4,
  "s_squared": 0.751,
  "multiplicity": 2
}